1.
153
Properties=species:S:1:pos:R:3 method="wB97M-V/def2-TZVPD" molar_mass_g_mol=1638.4 fmax_ev_per_a=7.0 multiplicity=1 e_above_lowest_kj_mol=0.00 e_lumo_ev=-0.15 smiles="CCC[C@@]1([C@H](Cl)CC)[C@@](C)(C(F)(F)F)[C@@](CCCCS(=O)(=O)O)(OC(=O)c2ccccc2)S(=O)(=O)O[C@@]1(F)N(C(C)=O)C(C)=O.FC(F)C(F)(F)COC(F)(F)C(F)F.FC(F)C(F)(F)COC(F)(F)C(F)F.FC(F)C(F)(F)COC(F)(F)C(F)F.FC(F)C(F)(F)COC(F)(F)C(F)F"
C 1.17 -2.43 4.87
C 2.19 -3.55 4.35
C 2.83 -3.31 2.95
C 2.24 -3.87 1.58
C 1.23 -5.04 1.90
Cl -0.39 -4.60 2.73
C 1.64 -6.32 2.70
C 3.05 -6.56 3.32
C 3.34 -4.53 0.60
F 3.19 -5.96 0.42
N 4.75 -4.31 0.87
C 5.52 -5.22 1.68
C 5.91 -6.72 1.42
O 6.06 -4.76 2.67
C 5.57 -4.11 -0.36
C 6.14 -2.71 -0.80
O 5.93 -5.03 -1.06
O 3.22 -4.19 -0.79
S 1.75 -4.14 -1.47
O 2.03 -3.79 -2.87
O 1.05 -5.44 -1.60
C 0.78 -2.89 -0.53
C -0.66 -3.52 -0.41
C -1.88 -2.57 -0.06
C -2.86 -3.15 1.08
C -2.86 -2.30 2.41
S -4.48 -1.59 2.85
O -4.47 -0.18 2.43
O -5.62 -2.33 2.35
O -4.59 -1.63 4.50
O 0.49 -1.64 -1.13
C 0.18 -1.50 -2.47
O 1.02 -1.06 -3.21
C -1.20 -1.75 -3.18
C -1.40 -2.97 -3.98
C -2.69 -3.26 -4.62
C -3.75 -2.27 -4.41
C -3.56 -1.04 -3.63
C -2.26 -0.75 -2.99
C 1.64 -2.56 0.80
C 0.70 -1.66 1.70
C 2.75 -1.50 0.39
F 3.11 -1.47 -0.97
F 2.39 -0.17 0.59
F 3.99 -1.59 0.97
H 1.06 -2.58 5.98
H 1.64 -1.43 4.64
H 0.18 -2.48 4.37
H 1.68 -4.51 4.58
H 3.02 -3.48 5.12
H 3.90 -3.66 3.07
H 2.99 -2.19 2.98
H 0.86 -5.41 0.90
H 0.92 -6.58 3.53
H 1.48 -7.21 2.01
H 3.72 -5.70 3.55
H 3.63 -7.26 2.66
H 2.96 -7.13 4.29
H 5.41 -7.16 0.53
H 5.71 -7.31 2.36
H 7.03 -6.74 1.31
H 7.16 -2.89 -1.23
H 5.51 -2.26 -1.62
H 6.26 -2.00 0.05
H -0.81 -4.48 0.12
H -0.89 -3.82 -1.48
H -1.62 -1.54 0.27
H -2.56 -2.44 -0.94
H -2.67 -4.25 1.25
H -3.92 -3.11 0.69
H -2.16 -1.42 2.32
H -2.46 -2.91 3.25
H -3.81 -1.19 4.89
H -0.52 -3.66 -4.07
H -2.82 -4.19 -5.22
H -4.74 -2.46 -4.88
H -4.40 -0.31 -3.49
H -2.08 0.16 -2.37
H -0.15 -2.17 2.20
H 0.18 -0.84 1.13
H 1.24 -1.10 2.51
C -3.68 3.95 -2.39
C -3.85 2.81 -3.42
C -2.73 2.65 -4.45
F -2.60 3.73 -5.23
F -3.00 1.61 -5.28
F -5.05 2.94 -4.03
F -3.92 1.64 -2.70
O -4.38 5.16 -2.67
C -3.73 6.08 -3.51
C -4.51 6.34 -4.80
F -4.67 5.21 -5.52
F -3.83 7.22 -5.58
F -2.46 5.67 -3.73
F -3.65 7.23 -2.81
H -4.12 3.58 -1.47
H -2.63 4.13 -2.15
H -1.77 2.45 -3.96
H -5.50 6.75 -4.59
C -1.72 11.41 -5.17
C -2.69 11.26 -6.36
C -2.57 9.96 -7.16
F -1.36 9.82 -7.74
F -3.48 9.95 -8.17
F -2.57 12.34 -7.17
F -3.95 11.31 -5.85
O -0.55 12.19 -5.39
C 0.57 11.56 -5.94
C 0.96 12.15 -7.30
F -0.04 12.01 -8.20
F 2.03 11.49 -7.81
F 0.37 10.23 -5.99
F 1.59 11.76 -5.07
H -2.27 11.96 -4.41
H -1.48 10.45 -4.71
H -2.76 9.09 -6.53
H 1.20 13.21 -7.22
C 1.48 7.78 0.22
C 0.48 6.61 0.07
C 0.10 6.24 -1.36
F -0.52 7.25 -2.00
F -0.77 5.19 -1.36
F -0.62 6.87 0.81
F 1.07 5.52 0.63
O 0.92 9.06 0.52
C 0.48 9.85 -0.55
C -1.02 10.13 -0.48
F -1.74 8.99 -0.52
F -1.41 10.88 -1.54
F 0.86 9.30 -1.71
F 1.15 11.02 -0.45
H 2.09 7.55 1.09
H 2.18 7.83 -0.61
H 0.98 5.94 -1.95
H -1.28 10.66 0.44
C 0.25 -9.14 8.99
C 0.07 -10.34 8.04
C 1.23 -10.64 7.09
F 1.47 -9.62 6.24
F 0.94 -11.72 6.33
F -1.09 -10.18 7.35
F -0.11 -11.44 8.83
O -0.35 -7.91 8.59
C 0.36 -7.07 7.74
C -0.35 -6.87 6.40
F -0.52 -8.03 5.75
F 0.38 -6.06 5.59
F 1.62 -7.52 7.59
F 0.46 -5.88 8.37
H -0.26 -9.40 9.91
H 1.30 -9.00 9.28
H 2.15 -10.86 7.65
H -1.33 -6.41 6.55

---

2.
62
Properties=species:S:1:pos:R:3 method="wB97M-V/def2-TZVPD" molar_mass_g_mol=506.5 fmax_ev_per_a=0.7 multiplicity=1 e_above_lowest_kj_mol=5.31 e_lumo_ev=-0.33 smiles="CCOC(=O)C(C(=O)OCC)[C@H]1OC(=O)c2cc3c(cc21)C(=O)O[C@@H]3C(C(=O)OCC)C(=O)OCC"
C 1.91 2.09 -3.98
C 0.87 1.21 -4.66
H 0.92 1.31 -5.75
H -0.14 1.46 -4.31
O 1.12 -0.17 -4.40
C 0.66 -0.67 -3.27
O -0.01 -0.07 -2.47
C 1.09 -2.13 -3.10
C -0.11 -3.07 -3.11
O -0.14 -4.11 -2.52
O -1.08 -2.57 -3.85
C -2.31 -3.31 -3.92
C -3.21 -2.97 -2.74
H -3.36 -1.90 -2.68
H -4.18 -3.46 -2.87
H -2.77 -3.32 -1.81
H -2.77 -3.01 -4.87
H -2.08 -4.38 -3.93
H 1.74 -2.39 -3.94
C 1.90 -2.27 -1.79
C 1.17 -1.79 -0.57
C 0.03 -2.26 0.05
C -0.37 -1.56 1.17
C 0.33 -0.47 1.68
C 1.49 -0.01 1.08
C 1.87 -0.70 -0.06
C 3.04 -0.47 -0.94
O 3.87 0.39 -0.89
O 3.05 -1.44 -1.88
H 2.06 0.81 1.46
C -0.40 0.01 2.91
H 0.24 -0.07 3.81
O -1.48 -0.90 3.06
C -1.54 -1.81 2.06
O -2.39 -2.64 1.97
C -0.94 1.45 2.86
C -0.68 2.18 4.17
O 0.08 1.79 5.02
O -1.38 3.30 4.22
C -1.20 4.14 5.37
C -2.05 3.66 6.53
H -1.94 4.35 7.37
H -1.73 2.67 6.85
H -3.10 3.62 6.24
H -1.50 5.13 5.04
H -0.14 4.14 5.64
C -0.32 2.25 1.71
O 0.60 3.01 1.84
O -0.92 1.96 0.57
C -0.41 2.56 -0.62
C -1.16 3.85 -0.93
H -2.22 3.66 -1.03
H -1.00 4.58 -0.14
H -0.79 4.27 -1.87
H 0.65 2.76 -0.49
H -0.56 1.81 -1.40
H -2.02 1.40 2.68
H -0.52 -3.12 -0.31
H 2.21 -3.32 -1.70
H 1.85 1.98 -2.90
H 2.91 1.81 -4.31
H 1.73 3.13 -4.24

---

3.
87
Properties=species:S:1:pos:R:3 method="wB97M-V/def2-TZVPD" molar_mass_g_mol=862.5 fmax_ev_per_a=0.4 multiplicity=1 e_above_lowest_kj_mol=401.95 e_lumo_ev=-2.01 charge=+1
Cs 0.22 -0.12 -0.05
C 0.04 -1.10 -3.85
C -0.43 -2.07 -2.79
C 0.50 -2.91 -2.17
C 1.95 -2.89 -2.61
C 0.08 -3.80 -1.17
C 1.08 -4.69 -0.47
C -1.28 -3.88 -0.84
C -1.73 -5.01 0.06
C -2.20 -3.00 -1.43
C -3.65 -3.01 -1.02
C -1.78 -2.12 -2.43
C -2.80 -1.29 -3.18
H 1.05 -0.74 -3.65
H -0.61 -0.23 -3.92
H 0.06 -1.56 -4.84
H 2.53 -2.10 -2.13
H 2.02 -2.73 -3.69
H 2.45 -3.83 -2.40
H 2.03 -4.18 -0.33
H 1.28 -5.60 -1.05
H 0.73 -5.00 0.51
H -1.45 -4.86 1.11
H -1.26 -5.94 -0.25
H -2.80 -5.16 0.02
H -4.07 -2.00 -1.02
H -3.80 -3.41 -0.02
H -4.27 -3.61 -1.70
H -2.92 -0.29 -2.77
H -3.78 -1.76 -3.16
H -2.52 -1.18 -4.23
C -1.54 2.21 -2.35
N -2.58 3.07 -1.83
C -2.84 4.34 -2.49
C -3.77 4.99 -1.49
N -3.29 4.45 -0.22
C -4.13 4.70 0.94
C -2.67 3.24 -0.46
N -2.20 2.35 0.34
C -1.98 2.61 1.72
C -2.00 1.43 2.64
N -2.71 0.38 2.50
C -2.70 -0.45 3.58
N -2.27 -1.70 3.58
C -1.79 -2.45 2.44
C -2.55 -2.35 4.85
C -2.98 -1.18 5.74
N -3.20 -0.11 4.77
C -3.76 1.16 5.16
H -1.73 1.98 -3.39
H -1.59 1.29 -1.77
H -0.54 2.66 -2.24
H -3.30 4.19 -3.47
H -1.92 4.92 -2.62
H -4.81 4.70 -1.67
H -3.71 6.08 -1.50
H -4.77 5.55 0.71
H -3.55 4.97 1.82
H -4.77 3.84 1.17
H -2.69 3.29 2.23
H -1.00 3.10 1.86
H -1.41 1.58 3.55
H 0.48 1.74 2.71
H -1.11 -1.84 1.85
H -2.60 -2.82 1.82
H -1.21 -3.29 2.82
H -1.65 -2.85 5.22
H -3.34 -3.10 4.72
H -2.20 -0.89 6.45
H -3.90 -1.39 6.30
H -4.62 0.99 5.81
H -4.11 1.70 4.28
H -3.03 1.77 5.70
O 1.12 1.08 2.43
O 0.39 -0.17 2.73
Br 6.32 2.33 -1.40
C 5.88 2.29 -3.22
C 6.87 2.62 -4.15
C 6.60 2.59 -5.50
C 5.33 2.24 -5.95
C 4.34 1.92 -5.04
C 4.61 1.94 -3.67
I 3.08 1.44 -2.37
H 7.85 2.89 -3.79
H 7.37 2.85 -6.21
H 5.11 2.22 -7.01
H 3.35 1.65 -5.38

---

4.
8
Properties=species:S:1:pos:R:3 method="wB97M-V/def2-TZVPD" molar_mass_g_mol=143.6 fmax_ev_per_a=2.7 multiplicity=1 e_above_lowest_kj_mol=33.83 e_lumo_ev=-0.50
C 0.99 0.61 0.01
N -0.20 0.91 -0.26
O 1.55 -0.51 0.32
S -2.71 0.60 0.80
S -1.58 0.19 -0.67
Cl -0.90 -1.80 -0.76
H 1.83 1.26 0.07
H 1.03 -1.26 0.48

---

5.
14
Properties=species:S:1:pos:R:3 method="wB97M-V/def2-TZVPD" molar_mass_g_mol=93.1 fmax_ev_per_a=1.5 multiplicity=1 e_above_lowest_kj_mol=340.83 e_lumo_ev=0.72 smiles="C=C=CC#N.C=C"
C -2.19 0.10 0.34
C -1.45 0.46 -0.67
C -0.53 0.85 -1.51
H 0.18 -0.08 1.64
H -2.23 -0.93 0.67
H -2.96 0.75 0.72
H -0.65 0.76 -2.58
C 1.17 -0.30 1.21
C 1.34 -1.38 0.46
C 0.76 1.28 -1.07
N 1.76 1.83 -0.95
H 2.01 0.33 1.48
H 2.28 -1.63 0.04
H 0.52 -2.05 0.23

---

6.
18
Properties=species:S:1:pos:R:3 method="wB97M-V/def2-TZVPD" molar_mass_g_mol=97.2 fmax_ev_per_a=7.6 multiplicity=1 e_above_lowest_kj_mol=528.07 e_lumo_ev=1.15
C 0.47 0.10 0.03
C 0.69 -0.24 -1.42
N -0.74 0.09 0.64
C -1.31 1.66 -0.18
C 0.79 -1.47 1.15
C -0.90 2.83 0.28
C 0.50 -2.70 0.76
H -1.37 -0.59 0.24
H 1.18 0.81 0.45
H -2.18 1.57 -0.84
H 1.29 -1.24 2.08
H 0.69 0.68 -2.01
H -0.08 -0.91 -1.80
H 1.66 -0.73 -1.53
H -1.42 3.76 0.07
H -0.03 2.90 0.93
H 0.79 -3.58 1.33
H -0.01 -2.91 -0.17

---

7.
24
Properties=species:S:1:pos:R:3 method="wB97M-V/def2-TZVPD" molar_mass_g_mol=177.2 fmax_ev_per_a=4.9 multiplicity=1 e_above_lowest_kj_mol=451.38 e_lumo_ev="-0.39 / 0.12"
C -3.50 -0.67 -0.40
C -2.47 -0.57 -1.35
C -3.06 -0.41 0.96
C -1.16 -0.25 -1.04
C -1.77 0.00 1.17
C -0.81 0.04 0.23
C 1.48 -1.66 0.18
C 0.47 0.44 0.65
C 1.76 0.55 -0.20
C 2.85 1.27 0.59
N 2.16 -0.83 -0.48
O 1.34 -2.82 0.34
O 1.60 1.31 -1.44
H -4.47 -0.99 -0.60
H -2.71 -0.78 -2.46
H -3.65 -0.58 1.78
H -0.44 -0.15 -1.86
H -1.38 -0.01 2.23
H 0.65 0.79 1.69
H 2.38 2.13 0.92
H 3.68 1.45 -0.10
H 3.05 0.65 1.32
H 3.10 -1.00 -0.83
H 0.87 2.08 -1.33

---

8.
27
Properties=species:S:1:pos:R:3 method="wB97M-V/def2-TZVPD" molar_mass_g_mol=174.2 fmax_ev_per_a=8.2 multiplicity=2 e_above_lowest_kj_mol=243.32 e_lumo_ev="3.43 / 3.35" charge=-1
C 2.74 0.38 2.36
C 1.87 -0.30 -1.15
C 2.36 0.24 0.04
C 1.17 -1.52 -1.10
C 1.91 -0.19 1.27
C 0.72 -1.87 0.18
C 1.05 -1.26 1.38
H 2.22 -0.02 -2.17
H 3.19 0.91 0.01
H 0.93 -2.06 -2.02
H 0.12 -2.77 0.32
H 2.50 1.26 2.82
H 3.67 0.47 1.89
H 0.92 -1.64 2.36
H 2.94 -0.37 3.02
C -1.43 2.46 -0.55
C -2.32 0.17 -0.10
C -2.21 1.31 -0.91
C -3.34 -0.48 -1.86
N -2.92 -0.92 -0.63
N -2.89 0.86 -2.04
H -2.16 0.08 0.88
H -3.13 -1.84 -0.32
H -1.71 3.22 -1.23
H -0.41 2.12 -0.34
H -3.86 -1.03 -2.58
H -1.90 2.78 0.45

---

9.
15
Properties=species:S:1:pos:R:3 method="wB97M-V/def2-TZVPD" molar_mass_g_mol=190.3 fmax_ev_per_a=6.2 multiplicity=1 e_above_lowest_kj_mol=191.47 e_lumo_ev=-1.20
C 0.24 -0.11 0.87
C 0.62 0.86 -0.24
O -1.64 -0.66 -3.83
O 0.48 1.20 -2.82
O 0.28 -1.11 -2.04
O -1.93 0.31 -1.56
S -4.29 -0.69 -2.71
S -2.34 -0.73 -2.60
S 0.07 0.27 -1.84
H 0.70 -1.14 0.76
H 0.70 0.37 1.77
H -0.79 -0.30 1.04
H 1.79 0.65 -0.24
H 0.41 1.94 0.02
H -2.13 -2.11 -2.11